Here is one molecule with the formula C11H13N5OS from OMol25. Energies are from the ωB97M-V functional and the def2-TZVPD basis.

Output
HOMO energy   -8.951 eV
ΔE to the lowest compared entry with this formula, charge and spin   0.198 eV
SMILES string   Cn1cnnc1SCc1ccc(C(=O)NN)cc1
Orbital gap   0.3455 hartree

Structure (ORCA input):
```
! RIJCOSX wB97M-V def2-TZVPD def2/J DEFGRID3
* xyz 0 1
C -3.07 0.32 0.80
N -2.01 0.37 1.76
C -1.49 -0.65 2.50
N -0.51 -0.23 3.23
N -0.34 1.08 3.00
C -1.24 1.44 2.12
S -1.40 3.02 1.40
C 0.33 3.13 0.74
C 0.62 1.86 0.00
C -0.04 1.58 -1.19
C 0.10 0.35 -1.79
C 0.92 -0.62 -1.22
C 0.98 -1.95 -1.89
O 0.04 -2.45 -2.47
N 2.18 -2.58 -1.81
N 2.35 -3.89 -2.28
C 1.59 -0.34 -0.04
C 1.44 0.90 0.57
H -2.89 -0.48 0.09
H -3.11 1.28 0.27
H -4.03 0.16 1.30
H -1.86 -1.65 2.48
H 0.99 3.28 1.59
H 0.31 4.01 0.09
H -0.69 2.33 -1.62
H -0.42 0.12 -2.70
H 2.95 -2.21 -1.28
H 1.42 -4.29 -2.37
H 2.75 -3.87 -3.22
H 2.20 -1.09 0.45
H 1.93 1.10 1.51
*
```

Atom charges from the natural (NBO) analysis, given in e for atoms 1 to 5: -0.41 -0.36 0.15 -0.28 -0.30

***

Here is C11H13NO4ReSe2 as an isolated structure from OMol25. Energies are from the ωB97M-V functional and the def2-TZVPD basis.

Output
HOMO energy (spin up / spin down)   -16.586 / -17.401 eV
Expectation value of S²   3.78
Orbital gap (spin up / spin down)   0.2623 / 0.2819 hartree

Structure (ORCA input):
```
! RIJCOSX wB97M-V def2-TZVPD def2/J DEFGRID3
* xyz 2 4
Re -0.15 0.35 -0.26
O -1.76 -2.97 1.35
C -1.18 -2.21 0.68
O -1.31 -0.83 0.78
C -0.11 -2.57 -0.32
C 0.25 -3.83 -0.76
C 1.22 -3.92 -1.75
C 1.81 -2.78 -2.30
C 1.42 -1.56 -1.82
N 0.50 -1.49 -0.84
C 1.87 -0.19 -2.27
O 2.76 0.01 -3.02
O 1.14 0.82 -1.66
H -0.24 -4.70 -0.34
H 1.51 -4.90 -2.12
H 2.55 -2.83 -3.09
C -2.31 2.75 1.49
Se -1.03 2.72 0.01
C 0.57 3.44 0.86
C 1.05 2.64 2.04
Se 1.45 0.76 1.64
C 3.15 1.00 0.71
H -2.48 3.80 1.71
H -1.94 2.21 2.35
H -3.22 2.29 1.11
H 0.31 4.46 1.17
H 1.30 3.51 0.05
H 0.33 2.59 2.86
H 1.99 3.04 2.44
H 3.85 1.34 1.48
H 3.05 1.73 -0.09
H 3.45 0.03 0.34
*
```

Atom charges from the Mulliken analysis, given in e for atoms 1 to 5: 0.97 -0.44 0.32 -0.52 0.59

***

Here is one molecule with the formula C11H13NOS2 from OMol25. Energies are from the ωB97M-V functional and the def2-TZVPD basis.

Output
HOMO energy   -8.364 eV
ΔE to the lowest compared entry with this formula, charge and spin   0.000 eV
SMILES string   C/C(=N/C(=S)S)[C@@](C)(O)c1ccccc1
Orbital gap   0.2961 hartree

Structure (ORCA input):
```
! RIJCOSX wB97M-V def2-TZVPD def2/J DEFGRID3
* xyz 0 1
C -0.96 -2.80 1.19
C -0.98 -1.40 0.76
N -1.78 -0.58 1.28
C -1.97 0.63 0.70
S -2.53 0.95 -0.82
S -1.76 1.88 1.86
C -0.03 -1.13 -0.43
C 1.21 -2.05 -0.18
O -0.73 -1.50 -1.53
C 0.44 0.38 -0.46
C 0.58 0.99 -1.67
C 0.99 2.31 -1.70
C 1.33 2.93 -0.49
C 1.28 2.28 0.76
C 0.81 0.95 0.75
H -1.95 -3.18 1.47
H -0.32 -2.98 2.07
H -0.88 -3.56 0.44
H -1.55 2.84 1.02
H 1.55 -1.85 0.76
H 1.93 -1.70 -0.89
H 0.91 -3.10 -0.39
H -0.96 -0.64 -1.96
H 0.41 0.49 -2.63
H 1.06 2.74 -2.72
H 1.60 4.04 -0.49
H 1.57 2.65 1.67
H 0.73 0.42 1.62
*
```

Atom charges from the natural (NBO) analysis, given in e for atoms 1 to 5: -0.71 0.39 -0.49 -0.10 -0.08

***

Here is an isolated ion of composition C11H13NP and charge +1 from OMol25. Energies are from the ωB97M-V functional and the def2-TZVPD basis.

Output
HOMO energy (spin up / spin down)   -11.234 / -11.233 eV
ΔE to the lowest compared entry with this formula, charge and spin   1.984 eV
Orbital gap (spin up / spin down)   0.1910 / 0.1909 hartree

Structure (ORCA input):
```
! RIJCOSX wB97M-V def2-TZVPD def2/J DEFGRID3
* xyz 1 1
C -3.62 -0.15 -0.19
C 1.97 1.92 0.12
C -2.94 -1.30 -0.13
C 3.14 1.25 0.21
C -3.14 1.16 0.20
C 0.70 1.30 -0.04
C -1.56 -1.48 0.48
C 3.21 -0.22 0.03
C 1.94 -0.76 -0.62
C 0.67 -0.24 0.10
C -0.47 -1.00 -0.38
N -1.94 1.52 0.01
P -0.63 2.41 -0.13
H -4.65 -0.17 -0.52
H 1.96 3.00 0.21
H -3.43 -2.21 -0.44
H 4.06 1.78 0.42
H -3.86 1.82 0.69
H -1.51 -1.00 1.46
H -1.43 -2.56 0.64
H 4.06 -0.46 -0.62
H 3.40 -0.70 0.99
H 1.90 -0.44 -1.66
H 1.96 -1.85 -0.59
H 0.74 -0.39 1.19
H -0.52 -1.24 -1.44
*
```

Atom charges from the natural (NBO) analysis, given in e for atoms 1 to 5: -0.22 -0.29 -0.11 -0.11 0.17

***

Here is C11H13NPYb as an isolated structure from OMol25. Energies are from the ωB97M-V functional and the def2-TZVPD basis.

Output
HOMO energy   -9.932 eV
ΔE to the lowest compared entry with this formula, charge and spin   0.000 eV
Orbital gap   0.1182 hartree

Structure (ORCA input):
```
! RIJCOSX wB97M-V def2-TZVPD def2/J DEFGRID3
* xyz 1 1
C -2.97 -0.73 1.33
C -1.74 -1.23 1.71
C -0.54 -0.54 1.50
C -0.60 0.68 0.91
P 1.19 1.60 0.61
C 1.47 0.36 -0.82
C 0.78 0.45 -2.02
C 1.00 -0.49 -3.00
C 1.90 -1.52 -2.76
N 2.58 -1.61 -1.62
C 2.37 -0.69 -0.69
C -1.82 1.21 0.54
C -3.01 0.52 0.76
H -3.87 -1.31 1.46
H -1.71 -2.23 2.15
H 0.45 -0.96 1.75
H 1.75 0.57 1.54
H 2.47 2.23 0.45
H 0.50 2.51 -0.29
H 0.85 2.44 1.75
H 0.08 1.26 -2.17
H 0.48 -0.45 -3.95
H 2.08 -2.27 -3.50
H 2.95 -0.78 0.22
H -1.84 2.19 0.08
H -3.96 0.94 0.48
Yb -0.85 -2.14 3.58
*
```

Atom charges from the natural (NBO) analysis, given in e for atoms 1 to 5: -0.21 -0.36 -0.36 -0.17 0.65

***

Here is an isolated ion of composition C11H13O3S and charge -1 from OMol25. Energies are from the ωB97M-V functional and the def2-TZVPD basis.

Output
HOMO energy   -3.649 eV
ΔE to the lowest compared entry with this formula, charge and spin   2.582 eV
SMILES string   CS[C@]1([O-])O[C@]1(O)[C@@H](C)c1ccccc1
Orbital gap   0.2528 hartree

Structure (ORCA input):
```
! RIJCOSX wB97M-V def2-TZVPD def2/J DEFGRID3
* xyz -1 1
C -2.08 -2.51 -3.18
S -1.85 -1.37 -1.84
C -0.17 -2.13 -1.48
O 0.55 -2.54 -2.44
O -0.11 -2.71 -0.16
C 0.44 -1.42 -0.16
O 1.89 -1.54 -0.02
C -0.09 -0.34 0.93
C 0.30 -0.83 2.29
C 0.29 1.08 0.73
C 1.59 1.52 0.88
C 1.82 2.86 0.93
C 0.82 3.87 0.62
C -0.35 3.39 0.11
C -0.64 1.94 0.17
H -2.37 -3.47 -2.83
H -1.11 -2.50 -3.79
H -2.97 -2.25 -3.97
H 2.18 -2.03 -0.86
H -1.22 -0.28 0.89
H -0.07 -1.83 2.51
H 1.44 -0.91 2.43
H -0.07 -0.05 2.98
H 2.27 0.72 0.96
H 2.76 3.18 1.34
H 1.03 4.90 0.60
H -1.21 4.11 -0.13
H -1.78 1.56 0.06
*
```

Atom charges from the natural (NBO) analysis, given in e for atoms 1 to 5: -0.77 0.06 0.44 -0.82 -0.58

***

Here is C11H14BCaN7S as an isolated structure from OMol25. Energies are from the ωB97M-V functional and the def2-TZVPD basis.

Output
HOMO energy (spin up / spin down)   -14.972 / -14.968 eV
ΔE to the lowest compared entry with this formula, charge and spin   0.082 eV
Orbital gap (spin up / spin down)   0.1840 / 0.1598 hartree

Structure (ORCA input):
```
! RIJCOSX wB97M-V def2-TZVPD def2/J DEFGRID3
* xyz 2 1
C -1.39 1.72 2.26
N -0.68 0.99 1.37
N -0.05 1.91 0.54
C -0.26 3.16 1.01
C -1.10 3.09 2.12
B 0.87 1.57 -0.68
N 1.70 0.30 -0.26
N 1.23 -0.78 0.48
C 2.28 -1.63 0.64
C 3.43 -1.07 0.10
C 3.03 0.15 -0.44
Ca -0.48 -1.47 2.16
N 0.12 1.37 -2.07
N -0.78 0.34 -2.12
C -1.36 0.32 -3.32
C -0.81 1.35 -4.11
C 0.13 2.00 -3.28
H -2.11 -0.40 -3.57
H 0.77 2.83 -3.49
H -1.07 1.57 -5.12
H 1.62 2.48 -0.89
H 3.61 0.92 -0.94
H 0.20 4.02 0.55
H 4.42 -1.50 0.10
H -1.46 3.89 2.73
H 2.16 -2.60 1.12
H -2.09 1.25 2.94
H -0.23 -2.76 0.51
C -0.31 -3.59 1.24
H 0.27 -4.40 0.80
H 0.11 -3.37 2.24
H -1.35 -3.90 1.32
S -3.19 -1.22 1.52
C -3.50 -2.73 2.07
N -3.74 -3.83 2.45
*
```

Atom charges from the natural (NBO) analysis, given in e for atoms 1 to 5: -0.05 -0.46 -0.35 0.03 -0.32

***

Here is C11H14BF4N3NiO7 as an isolated structure from OMol25. Energies are from the ωB97M-V functional and the def2-TZVPD basis.

Output
HOMO energy (spin up / spin down)   -3.499 / -3.716 eV
Expectation value of S²   2.00
ΔE to the lowest compared entry with this formula, charge and spin   0.000 eV
Orbital gap (spin up / spin down)   0.3074 / 0.3153 hartree

Structure (ORCA input):
```
! RIJCOSX wB97M-V def2-TZVPD def2/J DEFGRID3
* xyz -2 3
Ni 8.49 8.87 9.58
O 9.23 6.94 7.98
C 9.29 5.94 9.01
C 8.24 5.99 10.05
N 8.18 7.21 10.82
C 9.20 7.33 11.83
C 10.48 8.01 11.33
O 11.51 7.65 11.90
O 10.41 8.75 10.34
C 6.80 7.58 11.25
C 6.70 9.05 11.70
O 6.01 9.35 12.63
O 7.35 9.87 10.93
H 8.60 6.74 7.23
H 10.29 6.09 9.52
H 9.29 4.99 8.54
H 8.18 5.09 10.70
H 7.30 5.91 9.52
H 9.51 6.34 12.06
H 8.79 7.90 12.63
H 6.41 6.96 12.02
H 6.25 7.50 10.26
C 8.09 11.76 5.67
N 7.50 10.52 6.18
C 6.43 9.92 5.50
C 5.75 8.88 5.96
C 5.99 8.39 7.32
O 5.28 7.57 7.86
N 7.15 8.96 7.88
C 7.81 9.99 7.42
O 8.65 10.64 8.14
H 8.58 12.24 6.47
H 7.28 12.36 5.20
H 8.87 11.63 4.89
H 6.24 10.30 4.48
H 4.98 8.53 5.26
F 7.62 5.71 6.09
B 7.07 5.24 4.86
F 6.87 6.42 4.01
F 5.84 4.61 5.07
F 8.03 4.40 4.32
*
```

Atom charges from the natural (NBO) analysis, given in e for atoms 1 to 5: 1.52 -0.77 -0.08 -0.26 -0.51

***

Largest force on an atom (computed, eV/Å): 1.16, 0.86, 4.66, 2.29, 5.03, 4.26, 4.32, 2.96